{"formula": "C35H39ClFO4P", "method": "ωB97M-V/def2-TZVPD", "elements": ["C", "C", "O", "P", "O", "O", "F", "O", "C", "Cl", "C", "C", "H", "H", "H", "H", "H", "H", "H", "H", "H", "C", "C", "C", "C", "C", "C", "H", "H", "H", "H", "H", "H", "C", "C", "C", "C", "C", "C", "H", "H", "H", "H", "H", "H", "C", "C", "C", "C", "C", "C", "H", "H", "H", "H", "H", "H", "C", "C", "C", "C", "C", "C", "H", "H", "H", "H", "H", "H", "C", "C", "C", "C", "C", "C", "H", "H", "H", "H", "H", "H"], "xyz": [[5.421, -3.701, 0.650], [4.426, -2.851, 0.860], [3.109, -3.240, 0.551], [2.043, -3.127, 1.705], [2.399, -3.687, 2.995], [1.880, -1.470, 1.830], [0.515, -1.110, 1.754], [0.778, -3.695, 0.966], [-0.459, -3.872, 1.660], [-0.472, -5.480, 2.439], [-1.584, -3.789, 0.646], [-1.840, -2.356, 0.174], [5.335, -4.463, -0.116], [6.321, -3.687, 1.249], [4.525, -1.805, 1.129], [-0.561, -3.158, 2.473], [-1.222, -4.356, -0.213], [-2.475, -4.243, 1.069], [-0.907, -1.827, -0.007], [-2.400, -1.784, 0.916], [-2.400, -2.384, -0.758], [2.138, 2.500, 1.673], [2.465, 3.835, 1.867], [2.632, 4.326, 3.155], [2.479, 3.482, 4.246], [2.156, 2.146, 4.050], [1.981, 1.655, 2.764], [2.005, 2.116, 0.669], [2.589, 4.493, 1.017], [2.881, 5.369, 3.307], [2.614, 3.865, 5.250], [2.039, 1.487, 4.901], [1.723, 0.619, 2.611], [-7.022, -4.091, -1.253], [-7.489, -2.844, -1.644], [-7.004, -1.695, -1.035], [-6.043, -1.793, -0.038], [-5.573, -3.040, 0.351], [-6.064, -4.189, -0.253], [-7.403, -4.986, -1.727], [-8.236, -2.764, -2.423], [-7.378, -0.726, -1.339], [-5.661, -0.898, 0.436], [-4.824, -3.116, 1.129], [-5.699, -5.161, 0.055], [5.711, 7.003, 3.785], [6.911, 7.589, 3.406], [7.051, 8.969, 3.443], [5.994, 9.764, 3.865], [4.795, 9.179, 4.247], [4.653, 7.799, 4.204], [5.600, 5.926, 3.754], [7.736, 6.969, 3.082], [7.986, 9.426, 3.143], [6.105, 10.840, 3.897], [3.971, 9.798, 4.578], [3.716, 7.344, 4.499], [7.882, -3.151, -4.544], [7.913, -2.750, -3.216], [6.725, -2.523, -2.533], [5.509, -2.705, -3.176], [5.478, -3.109, -4.503], [6.665, -3.330, -5.188], [8.807, -3.326, -5.078], [8.861, -2.613, -2.713], [6.746, -2.205, -1.499], [4.583, -2.531, -2.640], [4.530, -3.253, -5.004], [6.642, -3.641, -6.224], [-10.261, 1.354, -3.801], [-9.026, 0.735, -3.938], [-8.958, -0.617, -4.245], [-10.125, -1.349, -4.421], [-11.359, -0.730, -4.286], [-11.427, 0.621, -3.973], [-10.315, 2.407, -3.559], [-8.116, 1.306, -3.806], [-7.995, -1.100, -4.347], [-10.072, -2.403, -4.663], [-12.269, -1.300, -4.424], [-12.390, 1.103, -3.864]], "forces_ev_per_angstrom": [[-0.20, -0.03, -0.12], [0.18, -0.30, -0.06], [0.04, 0.49, -0.82], [0.21, -0.50, 0.21], [-0.04, 0.06, 0.15], [-0.06, -0.07, -0.28], [-0.05, -0.07, 0.01], [-0.03, 0.61, -0.03], [-0.41, -0.38, 0.20], [0.10, -0.03, -0.03], [0.65, 0.48, -0.28], [-0.01, -0.09, 0.14], [-0.41, -0.63, 0.70], [0.41, 0.80, -0.65], [-0.06, -0.25, 0.91], [0.09, 0.07, -0.03], [-0.29, -0.33, 0.07], [-0.02, -0.09, -0.09], [0.02, -0.06, -0.11], [-0.06, 0.01, -0.03], [-0.13, 0.12, 0.04], [0.00, 0.00, 0.00], [0.00, 0.00, -0.01], [0.02, 0.01, 0.01], [0.01, 0.00, 0.00], [0.00, 0.01, 0.00], [0.01, 0.10, 0.03], [0.00, 0.00, 0.00], [-0.01, 0.00, 0.00], [0.00, 0.00, -0.02], [0.00, 0.00, 0.00], [-0.01, 0.00, 0.00], [0.05, 0.10, 0.07], [0.02, 0.01, 0.00], [-0.03, -0.02, -0.01], [0.01, 0.02, -0.02], [0.00, 0.00, -0.01], [0.03, -0.01, 0.01], [0.01, 0.00, -0.01], [0.00, 0.00, 0.00], [-0.02, 0.00, 0.02], [-0.01, 0.00, -0.01], [0.00, 0.00, 0.01], [-0.02, 0.00, 0.02], [0.00, 0.00, 0.00], [-0.02, -0.02, 0.00], [0.00, 0.00, -0.01], [0.00, 0.00, 0.00], [0.00, 0.00, 0.00], [-0.01, 0.00, 0.00], [0.01, 0.00, 0.00], [0.00, 0.00, 0.00], [0.00, 0.00, -0.01], [0.00, 0.00, 0.01], [0.00, 0.00, 0.00], [0.00, 0.00, 0.00], [0.00, 0.00, 0.02], [0.00, -0.01, 0.00], [-0.01, 0.00, -0.01], [0.01, 0.01, 0.02], [-0.01, 0.00, 0.01], [0.00, 0.00, 0.00], [0.00, 0.00, 0.00], [0.00, 0.00, 0.00], [0.00, 0.01, 0.00], [0.01, -0.01, 0.00], [0.00, 0.00, 0.00], [0.00, 0.00, 0.00], [0.00, -0.01, 0.00], [0.00, 0.00, 0.01], [0.00, 0.00, 0.02], [0.03, 0.00, -0.01], [0.00, 0.00, 0.01], [0.00, 0.00, 0.01], [0.00, 0.00, 0.00], [0.00, 0.00, 0.00], [0.00, 0.00, 0.00], [0.00, 0.01, -0.02], [0.00, 0.00, -0.01], [0.00, 0.00, 0.00], [0.00, 0.00, 0.00]], "mol_weight_g_mol": 609.12, "total_energy_ev": -69643.805, "smiles": "C=CO[P@@](=O)(OF)O[C@H](Cl)CC.c1ccccc1.c1ccccc1.c1ccccc1.c1ccccc1.c1ccccc1", "orbital_gap_ev": 9.16, "largest_force_ev_per_a": 1.11}

***

{"formula": "C45H67BrN8OP", "method": "ωB97M-V/def2-TZVPD", "elements": ["C", "C", "C", "C", "C", "C", "C", "C", "C", "C", "C", "C", "C", "C", "C", "C", "C", "N", "C", "N", "C", "C", "N", "P", "O", "Br", "H", "H", "H", "H", "H", "H", "H", "H", "H", "H", "H", "H", "H", "H", "H", "H", "H", "H", "H", "H", "H", "H", "H", "H", "H", "H", "H", "H", "H", "H", "H", "H", "H", "H", "H", "H", "H", "H", "H", "H", "H", "H", "N", "C", "C", "C", "C", "C", "H", "H", "H", "H", "H", "N", "C", "C", "C", "C", "C", "H", "H", "H", "H", "H", "N", "C", "C", "C", "C", "C", "H", "H", "H", "H", "H", "N", "C", "C", "C", "C", "C", "H", "H", "H", "H", "H", "N", "C", "C", "C", "C", "C", "H", "H", "H", "H", "H"], "xyz": [[-6.133, 1.046, 3.841], [-4.732, 0.611, 3.241], [-3.867, 1.856, 2.850], [-2.579, 1.507, 2.038], [-2.828, 1.111, 0.540], [-3.892, 1.996, -0.215], [-4.143, 1.307, -1.626], [-3.144, 1.794, -2.727], [-1.769, 1.012, -2.723], [-1.407, 0.637, -4.195], [0.007, -0.022, -4.374], [0.592, -0.656, -3.072], [-0.009, -2.066, -2.729], [-0.786, -2.123, -1.362], [-0.930, -3.666, -0.987], [-2.387, -4.055, -0.603], [-3.023, -3.385, 0.680], [-3.987, -2.461, 0.007], [-4.451, -3.100, -1.190], [-5.618, -2.822, -1.674], [-6.129, -3.505, -2.884], [-7.694, -3.452, -3.015], [-3.472, -4.035, -1.618], [-2.898, -3.952, -3.289], [-3.401, -2.453, -3.923], [-4.019, -5.513, -4.525], [-6.081, 2.092, 4.225], [-6.921, 0.961, 3.065], [-6.388, 0.413, 4.722], [-4.198, 0.098, 4.076], [-4.862, -0.118, 2.413], [-4.479, 2.655, 2.366], [-3.518, 2.307, 3.814], [-2.063, 0.638, 2.519], [-1.876, 2.369, 2.091], [-3.177, 0.051, 0.428], [-1.863, 1.260, -0.006], [-3.541, 3.043, -0.382], [-4.855, 2.046, 0.344], [-4.199, 0.201, -1.504], [-5.163, 1.650, -1.939], [-3.612, 1.672, -3.736], [-2.992, 2.888, -2.595], [-1.020, 1.707, -2.268], [-1.846, 0.144, -2.034], [-1.394, 1.597, -4.772], [-2.248, 0.051, -4.645], [-0.120, -0.863, -5.105], [0.754, 0.652, -4.854], [1.681, -0.823, -3.266], [0.570, 0.027, -2.186], [0.831, -2.801, -2.647], [-0.614, -2.394, -3.605], [-1.836, -1.786, -1.585], [-0.320, -1.521, -0.547], [-0.472, -4.317, -1.762], [-0.299, -3.812, -0.074], [-2.343, -5.143, -0.328], [-3.436, -4.070, 1.442], [-2.183, -2.804, 1.124], [-3.397, -1.643, -0.147], [-6.163, -2.126, -1.172], [-5.837, -4.572, -2.813], [-5.708, -2.986, -3.770], [-7.972, -2.497, -3.514], [-8.233, -3.612, -2.061], [-7.970, -4.260, -3.730], [-2.738, -1.787, -3.676], [1.107, -0.178, 1.085], [2.286, 0.432, 0.915], [3.118, 0.804, 1.957], [2.708, 0.532, 3.253], [1.492, -0.098, 3.457], [0.735, -0.431, 2.347], [2.562, 0.626, -0.116], [4.063, 1.294, 1.760], [3.328, 0.809, 4.092], [1.139, -0.324, 4.454], [-0.224, -0.928, 2.456], [0.378, 4.413, 3.250], [0.158, 5.327, 4.202], [1.139, 5.802, 5.057], [2.425, 5.301, 4.923], [2.677, 4.352, 3.945], [1.627, 3.946, 3.139], [-0.863, 5.687, 4.271], [0.904, 6.545, 5.808], [3.220, 5.647, 5.573], [3.668, 3.937, 3.810], [1.776, 3.209, 2.358], [5.968, 5.268, 1.124], [6.283, 5.106, -0.166], [5.404, 5.345, -1.210], [4.121, 5.772, -0.903], [3.771, 5.945, 0.427], [4.726, 5.683, 1.395], [7.295, 4.768, -0.356], [5.714, 5.199, -2.236], [3.404, 5.968, -1.691], [2.779, 6.277, 0.706], [4.500, 5.808, 2.448], [3.206, -2.861, -4.260], [3.401, -4.082, -4.771], [4.641, -4.692, -4.861], [5.749, -3.998, -4.399], [5.573, -2.730, -3.867], [4.290, -2.212, -3.820], [2.506, -4.585, -5.122], [4.738, -5.684, -5.282], [6.736, -4.440, -4.453], [6.413, -2.158, -3.498], [4.103, -1.225, -3.409], [4.912, -1.092, 4.413], [5.096, -2.323, 3.924], [6.331, -2.947, 3.848], [7.444, -2.256, 4.301], [7.279, -0.977, 4.811], [6.001, -0.446, 4.845], [4.197, -2.823, 3.578], [6.419, -3.946, 3.444], [8.427, -2.708, 4.257], [8.124, -0.407, 5.173], [5.822, 0.550, 5.239]], "forces_ev_per_angstrom": [[0.63, -0.23, -0.09], [-0.29, 0.67, 0.86], [0.40, -0.28, 0.49], [-0.35, -0.28, -0.21], [-0.14, 1.32, 0.05], [0.28, -1.26, -0.50], [-0.77, 1.78, 0.19], [-0.11, -0.87, 0.11], [-0.71, 1.08, -0.23], [0.60, 0.80, 0.33], [-0.37, -0.89, -0.05], [0.94, -0.24, -0.30], [0.79, 0.83, 0.67], [-0.73, -1.51, -1.47], [0.09, 1.44, 0.85], [0.83, -3.57, 1.81], [1.31, 0.65, -1.90], [-0.65, -0.51, 0.72], [2.89, -0.11, 1.83], [0.37, -0.55, -0.53], [-1.42, 0.01, -0.25], [0.70, 0.14, -0.56], [-2.55, 2.53, -0.90], [1.17, 0.34, -1.20], [-0.45, -1.85, 1.01], [0.10, 0.89, 0.55], [-0.08, -0.68, -0.42], [0.32, 0.19, 0.62], [-0.02, 0.33, -0.78], [-0.15, 0.14, -0.80], [0.09, 0.47, 0.38], [0.43, -0.68, 0.14], [-0.33, -0.27, -0.69], [-0.33, 0.74, -0.15], [-0.42, -0.54, -0.14], [0.42, 0.82, 0.32], [-0.65, -0.56, 0.42], [-0.17, -0.79, 0.25], [0.71, -0.12, -0.34], [0.23, 0.55, -0.23], [0.67, -0.43, 0.09], [0.25, 0.03, 0.75], [-0.02, -0.69, -0.08], [-0.23, -0.74, -0.46], [0.11, 0.48, -0.63], [-0.21, -0.73, 0.39], [0.68, 0.19, 0.33], [0.30, 0.64, 0.47], [-0.70, -0.21, 0.57], [-0.80, 0.11, 0.08], [-0.24, -0.48, -0.72], [-0.57, 0.61, -0.20], [0.17, 0.00, 0.72], [0.84, 0.20, 0.51], [-0.34, -0.34, -0.74], [-0.66, 0.39, 0.42], [-0.68, -0.21, -0.56], [0.23, 0.75, -0.35], [-0.13, 0.34, -0.75], [-0.93, -0.16, 0.03], [-0.87, 0.32, -0.59], [0.12, -0.15, -0.13], [0.10, 0.84, -0.08], [-0.04, -0.68, 0.57], [-0.07, -0.57, 0.66], [0.34, 0.15, -0.54], [0.11, 0.54, 0.60], [0.13, -0.02, -0.12], [0.10, 0.02, 0.28], [-0.28, -0.14, -0.15], [-0.08, -0.04, 0.05], [0.04, 0.19, 0.07], [0.00, 0.03, -0.06], [0.04, 0.00, -0.39], [0.06, 0.02, 0.01], [-0.02, -0.01, -0.03], [-0.05, -0.03, -0.02], [0.00, 0.00, -0.02], [0.00, 0.00, 0.08], [0.29, 0.13, 0.25], [-0.10, -0.22, -0.27], [0.07, -0.03, -0.02], [0.08, 0.03, 0.06], [-0.04, 0.03, 0.10], [-0.40, 0.01, -0.15], [0.02, 0.05, 0.05], [-0.02, -0.02, -0.02], [-0.02, -0.01, -0.02], [-0.03, -0.02, -0.02], [0.07, 0.00, 0.02], [-0.30, 0.04, -0.31], [0.08, -0.02, 0.36], [-0.08, 0.01, 0.02], [-0.06, 0.00, -0.06], [-0.01, -0.02, -0.08], [0.38, -0.09, 0.07], [-0.01, 0.01, -0.07], [0.02, 0.00, 0.03], [0.02, 0.01, 0.02], [0.03, -0.01, 0.04], [-0.07, 0.06, -0.04], [0.36, -0.17, 0.03], [-0.21, 0.29, 0.10], [0.05, 0.04, 0.02], [0.09, -0.04, 0.00], [0.00, -0.07, -0.03], [-0.36, -0.04, -0.07], [0.04, -0.06, -0.03], [-0.03, 0.02, 0.00], [-0.03, 0.01, 0.00], [-0.03, 0.01, 0.00], [0.08, 0.01, 0.01], [0.56, -0.29, 0.07], [-0.21, 0.29, 0.09], [0.05, 0.05, 0.02], [0.08, -0.04, 0.00], [0.02, -0.06, -0.03], [-0.37, -0.06, -0.08], [0.03, -0.05, -0.02], [-0.03, 0.02, 0.01], [-0.03, 0.01, 0.00], [-0.04, 0.01, 0.00], [0.09, 0.01, 0.02]], "mol_weight_g_mol": 846.96, "total_energy_ev": -141044.738, "total_charge": 1, "orbital_gap_ev": 8.23, "largest_force_ev_per_a": 4.09}

***

{"formula": "C4H12NS2", "method": "ωB97M-V/def2-TZVPD", "elements": ["N", "C", "C", "C", "S", "S", "C", "H", "H", "H", "H", "H", "H", "H", "H", "H", "H", "H", "H"], "xyz": [[0.933, -0.815, 1.050], [-0.433, -1.116, 1.349], [-1.103, -1.842, 0.184], [-1.219, 0.249, 1.554], [-0.476, 1.094, 2.956], [1.211, 0.353, -1.747], [1.362, 1.896, -2.756], [1.131, 0.296, 1.128], [1.115, 1.205, 0.876], [1.066, -0.925, 0.050], [-0.555, -1.706, 2.268], [-2.167, -2.037, 0.359], [-1.010, -1.183, -0.686], [-0.621, -2.800, -0.100], [-2.272, 0.050, 1.758], [-1.040, 0.780, 0.599], [0.396, 2.399, -2.741], [2.128, 2.532, -2.308], [1.555, 1.570, -3.795]], "forces_ev_per_angstrom": [[-1.02, 0.21, 0.42], [0.45, -1.60, -0.39], [0.06, -0.04, -0.67], [0.43, 2.05, 1.42], [-0.60, -0.39, -1.79], [0.18, 1.61, -0.34], [-0.63, -0.60, 1.14], [0.40, -2.04, 0.52], [-0.35, 1.02, -1.01], [0.54, -0.41, -0.05], [0.23, 0.50, -0.03], [0.28, 0.04, 0.11], [-0.25, -0.18, -0.04], [-0.10, 0.50, 0.51], [0.18, -0.39, 0.03], [-0.23, -0.01, 0.36], [0.04, -0.04, -0.11], [0.15, -0.23, -0.49], [0.25, 0.00, 0.42]], "mol_weight_g_mol": 138.28, "total_energy_ev": -27487.111, "total_charge": 1, "orbital_gap_ev": 4.26, "largest_force_ev_per_a": 2.53}